[1]
Computed, not measured: a structure of composition C8H16CaF8N4O22S8, with wB97M-V/def2-TZVPD.

Output
highest occupied orbital energy	-4.56	eV
net charge	-2
HOMO-LUMO gap	0.31132	hartree

Each line ends with the Löwdin charge.
Element x y z (Å)
Ca  4.36  -29.47  5.40  1.41
N  4.94  -30.14  9.80  -0.27
S  3.38  -30.33  10.07  0.47
O  2.65  -30.88  8.97  -0.27
O  2.77  -29.28  10.81  -0.28
F  3.48  -31.56  11.09  -0.19
S  5.10  -28.76  9.02  0.48
O  4.79  -27.57  9.70  -0.25
O  4.73  -28.87  7.63  -0.42
F  6.67  -28.75  8.97  -0.17
N  2.21  -28.94  5.99  -0.39
S  1.94  -27.48  6.77  0.52
O  2.14  -27.51  8.15  -0.22
O  0.99  -26.57  6.23  -0.26
F  3.35  -26.89  6.23  -0.22
S  0.70  -29.53  5.99  0.50
O  -0.09  -29.11  4.86  -0.28
O  0.05  -29.78  7.23  -0.23
F  1.15  -31.00  5.51  -0.19
N  4.71  -30.81  3.57  -0.40
S  6.09  -31.41  2.87  0.50
O  6.46  -30.82  1.62  -0.27
O  6.26  -32.78  3.09  -0.23
F  7.11  -30.72  3.86  -0.17
S  3.67  -30.98  2.35  0.47
O  3.40  -32.34  2.06  -0.24
O  3.77  -29.99  1.34  -0.25
F  2.37  -30.53  3.13  -0.17
N  6.00  -33.32  6.11  -0.26
S  4.41  -33.05  6.33  0.50
O  4.03  -31.67  6.33  -0.39
O  3.77  -33.97  7.19  -0.23
F  3.94  -33.51  4.90  -0.17
S  6.64  -32.32  7.15  0.45
O  6.40  -32.59  8.51  -0.24
O  6.56  -30.97  6.70  -0.34
F  8.19  -32.65  6.96  -0.18
C  6.69  -26.87  0.64  -0.04
C  5.85  -27.38  1.82  -0.18
O  4.49  -26.96  1.58  0.05
C  3.64  -27.19  2.57  -0.62
O  3.85  -27.84  3.57  0.01
O  2.47  -26.71  2.26  0.03
C  1.38  -27.06  3.17  0.01
H  6.19  -25.98  0.24  0.08
H  6.59  -27.62  -0.15  0.08
H  7.71  -26.72  0.97  0.07
H  6.17  -26.93  2.76  0.09
H  5.88  -28.46  1.88  0.09
H  0.52  -26.64  2.67  0.10
H  1.58  -26.62  4.15  0.06
H  1.24  -28.13  3.18  0.07
C  10.18  -29.03  6.44  -0.05
C  8.89  -28.99  5.66  -0.18
O  8.54  -27.60  5.41  0.07
C  7.28  -27.29  5.19  -0.57
O  6.31  -28.01  5.25  0.03
O  7.22  -25.98  4.94  0.02
C  5.93  -25.41  4.80  -0.04
H  11.05  -28.81  5.82  0.07
H  10.27  -29.99  6.95  0.08
H  10.12  -28.30  7.26  0.08
H  8.08  -29.48  6.19  0.09
H  8.97  -29.52  4.71  0.12
H  5.81  -24.55  5.46  0.10
H  5.10  -26.06  5.06  0.07
H  5.83  -25.04  3.78  0.10

---

[2]
Computed, not measured: a cluster of 12 separate species, C59H57ClF13N7O37S in total, with wB97M-V/def2-TZVPD.

Output
highest occupied orbital energy	-8.69	eV
HOMO-LUMO gap	0.29423	hartree
SMILES	Nc1nc2c(N(C(=O)F)C(=O)F)cc(CCSc3nnco3)c(CCCCl)c2nc1CCC(=O)Nc1ccccc1.O=C1OC[C@@H](F)O1.O=C1OC[C@@H](F)O1.O=C1OC[C@@H](F)O1.O=C1OC[C@@H](F)O1.O=C1OC[C@@H](F)O1.O=C1OC[C@@H](F)O1.O=C1OC[C@@H](F)O1.O=C1OC[C@@H](F)O1.O=C1OC[C@@H](F)O1.O=C1OC[C@@H](F)O1.O=C1OC[C@@H](F)O1

Each line ends with the Löwdin charge.
Element x y z (Å)
N  1.78  -4.76  -1.50  0.16
C  0.84  -4.16  -0.64  -0.28
N  0.71  -2.87  -0.68  0.22
C  -0.22  -2.33  0.17  -0.13
C  -0.40  -0.93  0.16  -0.12
N  0.40  -0.19  -0.81  0.11
C  -0.06  -0.33  -2.16  -0.49
O  0.58  -0.77  -3.02  0.22
F  -1.28  0.13  -2.36  0.18
C  0.62  1.15  -0.47  -0.50
O  -0.13  2.06  -0.55  0.20
F  1.85  1.35  -0.06  0.17
C  -1.27  -0.36  1.03  0.05
C  -2.02  -1.13  1.94  -0.21
C  -2.96  -0.36  2.82  -0.21
C  -2.20  0.43  3.91  -0.40
S  -0.85  -0.55  4.64  1.06
C  0.60  0.03  3.91  -0.67
N  1.62  -0.71  3.62  0.05
N  2.60  0.14  3.12  0.06
C  2.08  1.31  3.14  -0.21
O  0.82  1.35  3.61  0.04
C  -1.85  -2.50  1.96  -0.13
C  -2.59  -3.38  2.94  -0.14
C  -3.57  -4.40  2.31  -0.24
C  -4.18  -4.01  0.98  -0.57
Cl  -5.06  -2.46  1.05  0.61
C  -0.94  -3.12  1.06  -0.14
N  -0.79  -4.48  1.10  0.22
C  0.06  -4.98  0.25  -0.20
C  0.22  -6.48  0.20  -0.09
C  -0.48  -6.99  -1.10  -0.08
C  0.47  -7.70  -2.03  -0.45
O  1.04  -8.68  -1.65  0.13
N  0.71  -7.17  -3.34  0.09
C  -0.47  -7.13  -4.15  -0.28
C  -1.06  -5.90  -4.41  -0.04
C  -2.19  -5.80  -5.20  -0.07
C  -2.75  -6.94  -5.76  -0.09
C  -2.16  -8.16  -5.49  -0.09
C  -1.03  -8.27  -4.70  -0.02
H  2.41  -4.02  -1.79  0.08
H  2.32  -5.44  -0.98  0.11
H  -1.42  0.71  1.05  0.13
H  -3.75  -0.96  3.25  0.07
H  -3.45  0.39  2.19  0.12
H  -1.77  1.28  3.40  0.08
H  -2.87  0.80  4.67  0.04
H  2.59  2.19  2.79  0.13
H  -1.83  -3.95  3.46  0.10
H  -3.10  -2.80  3.70  0.10
H  -4.35  -4.68  3.01  0.11
H  -2.98  -5.30  2.10  0.09
H  -3.46  -4.02  0.18  0.07
H  -4.93  -4.76  0.73  0.07
H  -0.33  -6.88  1.04  0.11
H  1.26  -6.77  0.22  0.11
H  -1.02  -6.18  -1.57  0.11
H  -1.23  -7.73  -0.80  0.13
H  1.16  -6.27  -3.31  0.10
H  -0.64  -5.00  -3.99  0.11
H  -2.63  -4.83  -5.36  0.09
H  -3.62  -6.85  -6.39  0.10
H  -2.62  -9.04  -5.92  0.10
H  -0.58  -9.23  -4.53  0.12
C  -5.42  -0.30  8.66  -0.02
C  -3.91  -0.35  8.60  -0.32
O  -3.66  -0.70  7.25  0.13
C  -4.69  -0.19  6.52  -0.54
O  -4.63  -0.03  5.35  0.16
O  -5.72  0.15  7.32  0.08
F  -3.41  -1.33  9.39  0.08
H  -5.86  -1.27  8.85  0.15
H  -5.79  0.41  9.40  0.14
H  -3.41  0.58  8.83  0.15
C  -0.06  5.92  0.20  -0.04
C  -1.41  5.40  -0.22  -0.31
O  -1.93  6.49  -0.98  0.15
C  -0.86  7.15  -1.51  -0.53
O  -0.93  7.94  -2.39  0.16
O  0.28  6.78  -0.90  0.08
F  -2.22  5.18  0.84  0.08
H  -0.12  6.51  1.12  0.15
H  0.68  5.13  0.33  0.14
H  -1.37  4.51  -0.85  0.16
C  0.52  1.57  8.55  -0.03
C  -0.83  0.91  8.41  -0.31
O  -1.57  1.88  7.68  0.10
C  -0.68  2.57  6.92  -0.55
O  -0.98  3.27  6.01  0.17
O  0.59  2.35  7.34  0.08
F  -1.45  0.72  9.61  0.06
H  0.57  2.23  9.41  0.15
H  1.34  0.85  8.59  0.14
H  -0.82  -0.02  7.86  0.13
C  -4.87  3.44  5.77  -0.05
C  -4.22  3.97  4.52  -0.31
O  -5.25  4.75  3.94  0.14
C  -6.04  5.19  4.97  -0.54
O  -6.84  6.06  4.87  0.19
O  -5.78  4.49  6.10  0.08
F  -3.88  2.97  3.67  0.07
H  -5.43  2.52  5.58  0.13
H  -4.17  3.27  6.58  0.14
H  -3.35  4.60  4.70  0.17
C  -0.48  -4.75  7.93  -0.04
C  -0.10  -4.67  6.47  -0.30
O  0.04  -3.27  6.26  0.10
C  0.40  -2.73  7.46  -0.55
O  0.85  -1.64  7.60  0.16
O  0.20  -3.61  8.47  0.08
F  -1.08  -5.14  5.67  0.08
H  -1.55  -4.64  8.07  0.15
H  -0.14  -5.66  8.41  0.14
H  0.84  -5.16  6.21  0.18
C  -1.17  0.44  -6.13  -0.05
C  -2.51  0.98  -5.68  -0.31
O  -3.39  -0.09  -6.00  0.14
C  -2.66  -1.24  -5.94  -0.54
O  -3.12  -2.33  -5.90  0.18
O  -1.33  -0.96  -5.93  0.07
F  -2.87  2.08  -6.37  0.08
H  -0.99  0.64  -7.19  0.15
H  -0.33  0.82  -5.55  0.13
H  -2.58  1.19  -4.61  0.16
C  3.86  -1.28  -2.73  -0.04
C  5.00  -1.09  -3.70  -0.30
O  5.99  -1.96  -3.17  0.11
C  5.33  -2.97  -2.53  -0.54
O  5.83  -4.00  -2.21  0.19
O  4.03  -2.64  -2.33  0.05
F  5.47  0.18  -3.67  0.08
H  3.94  -0.63  -1.86  0.15
H  2.88  -1.13  -3.19  0.12
H  4.78  -1.37  -4.73  0.16
C  1.66  9.09  -3.98  -0.06
C  1.94  9.20  -5.46  -0.31
O  2.15  10.59  -5.63  0.13
C  2.63  11.08  -4.44  -0.55
O  3.15  12.13  -4.31  0.19
O  2.44  10.17  -3.45  0.07
F  0.87  8.82  -6.20  0.08
H  0.61  9.26  -3.75  0.12
H  1.97  8.14  -3.55  0.14
H  2.82  8.66  -5.80  0.17
C  -3.07  9.91  -3.92  -0.05
C  -2.53  10.43  -5.23  -0.32
O  -3.60  11.22  -5.71  0.13
C  -4.29  11.67  -4.61  -0.55
O  -5.08  12.56  -4.63  0.18
O  -3.94  10.97  -3.51  0.07
F  -2.29  9.43  -6.11  0.07
H  -3.66  9.00  -4.05  0.15
H  -2.30  9.72  -3.18  0.11
H  -1.64  11.05  -5.13  0.17
C  9.01  -1.18  -1.43  -0.05
C  8.77  -1.62  0.00  -0.31
O  9.35  -2.91  0.01  0.13
C  10.34  -2.92  -0.93  -0.54
O  11.19  -3.74  -1.00  0.19
O  10.23  -1.85  -1.75  0.07
F  7.45  -1.71  0.29  0.07
H  8.21  -1.51  -2.09  0.13
H  9.12  -0.10  -1.52  0.14
H  9.26  -1.00  0.75  0.17
C  6.37  -3.17  -7.46  -0.04
C  6.86  -2.57  -8.75  -0.31
O  5.82  -1.67  -9.09  0.14
C  5.24  -1.27  -7.92  -0.55
O  4.51  -0.34  -7.81  0.18
O  5.61  -2.09  -6.90  0.05
F  6.98  -3.50  -9.73  0.08
H  5.71  -4.02  -7.63  0.15
H  7.17  -3.46  -6.79  0.14
H  7.80  -2.02  -8.67  0.17

---

[3]
Computed, not measured: a structure of composition C16H21BClN5O2S6SbZr, with wB97M-V/def2-TZVPD.

Output
highest occupied orbital energy	-4.39	eV
net charge	-1
HOMO-LUMO gap	0.24987	hartree
relative energy (zero: lowest compared OMol25 entry of this formula, charge and spin)	0.87	kcal per mole

Each line ends with the Löwdin charge.
Element x y z (Å)
Zr  -0.56  0.38  -0.37  0.71
S  -1.71  4.05  -2.87  -0.26
Sb  -1.11  3.74  -0.71  0.38
S  -2.63  1.77  -0.14  -0.10
S  -1.64  1.41  1.72  -0.04
S  0.91  2.23  -0.78  -0.08
C  1.55  3.42  2.60  -0.08
N  2.00  2.07  2.85  -0.13
C  3.13  1.49  2.32  -0.08
C  3.16  0.22  2.77  -0.09
N  2.05  0.02  3.57  -0.03
B  1.70  -1.33  4.25  -0.47
N  0.19  -1.67  3.94  -0.03
C  -0.75  -1.92  4.90  -0.08
C  -1.95  -2.05  4.29  -0.05
N  -1.73  -1.87  2.95  -0.11
C  -2.76  -1.93  1.93  -0.04
C  -0.42  -1.62  2.76  -0.68
S  0.37  -1.45  1.23  0.69
C  1.33  1.16  3.60  -0.76
S  -0.16  1.44  4.37  0.54
H  2.42  4.05  2.41  0.09
H  1.01  3.77  3.47  0.06
H  0.89  3.46  1.73  0.00
H  3.79  2.02  1.66  0.11
H  3.85  -0.58  2.58  0.11
H  1.79  -1.27  5.45  0.07
H  2.41  -2.19  3.75  0.07
H  -0.49  -1.95  5.95  0.12
H  -2.94  -2.23  4.69  0.12
H  -3.49  -2.69  2.22  0.09
H  -2.32  -2.20  0.97  0.05
H  -3.26  -0.97  1.83  0.06
N  -1.24  0.78  -2.71  -0.08
C  -0.44  0.72  -3.93  -0.30
C  -1.06  1.02  -5.14  -0.05
C  -0.36  0.98  -6.33  -0.09
C  0.99  0.66  -6.32  -0.10
C  1.62  0.38  -5.11  -0.08
C  0.91  0.42  -3.92  -0.05
H  -1.66  1.72  -2.72  -0.08
H  -2.00  0.12  -2.81  0.09
H  -2.11  1.29  -5.14  0.11
H  -0.86  1.21  -7.26  0.10
H  1.55  0.63  -7.24  0.09
H  2.67  0.14  -5.09  0.10
H  1.41  0.22  -2.99  0.07
Cl  -1.01  -3.13  -4.08  0.57
C  -0.52  -3.34  -2.36  -0.45
C  -0.57  -1.99  -1.68  -0.82
O  -1.67  -1.54  -1.28  -0.15
O  0.50  -1.34  -1.57  -0.19
H  0.49  -3.74  -2.34  0.08
H  -1.23  -4.02  -1.89  0.08

---

[4]
Computed, not measured: an isolated molecule of C5H13N, with wB97M-V/def2-TZVPD.

Output
highest occupied orbital energy	-9.15	eV
HOMO-LUMO gap	0.37741	hartree
relative energy (zero: lowest compared OMol25 entry of this formula, charge and spin)	10.02	kcal per mole
SMILES	CC(C)CCN

Each line ends with the Löwdin charge.
Element x y z (Å)
C  -0.41  1.70  0.75  -0.29
C  0.54  0.87  -0.11  -0.21
C  0.32  -0.63  -0.19  -0.45
C  1.34  -1.30  -1.11  -0.08
C  -1.13  -1.00  -0.58  -0.07
N  -0.87  1.08  1.99  -0.01
H  0.08  2.64  1.01  0.11
H  -1.29  1.94  0.15  0.10
H  1.60  1.02  0.17  0.11
H  0.59  1.26  -1.13  0.11
H  0.47  -1.03  0.81  0.12
H  0.94  -2.16  -1.63  0.07
H  1.70  -0.60  -1.88  0.08
H  2.25  -1.54  -0.55  0.08
H  -1.46  -1.92  -0.09  0.08
H  -1.83  -0.19  -0.34  0.06
H  -1.19  -1.17  -1.65  0.07
H  -1.53  0.33  1.85  0.05
H  -0.10  0.71  2.54  0.07

---

[5]
Computed, not measured: a structure of composition C16H16Cl3F5OPtS, with wB97M-V/def2-TZVPD.

Output
highest occupied orbital energy (alpha / beta)	0.58 / -1.10	eV
⟨S²⟩	6.0396
net charge	-2
2S+1	5
HOMO-LUMO gap (alpha / beta)	0.14796 / 0.20867	hartree
relative energy (zero: lowest compared OMol25 entry of this formula, charge and spin)	8.95	kcal per mole

Each line ends with the Löwdin charge.
Element x y z (Å)
C  -1.01  0.90  -2.43  -0.24
C  -1.21  -0.44  -2.84  -0.23
C  0.05  -1.14  -2.72  -0.23
C  -2.47  -1.08  -3.29  -0.07
C  1.04  -0.21  -2.31  -0.26
C  0.37  1.04  -2.11  -0.21
C  0.98  2.27  -1.62  -0.08
C  -2.05  1.94  -2.37  -0.09
C  0.23  -2.59  -2.99  -0.09
C  2.46  -0.51  -2.06  -0.11
Pt  -0.90  -1.00  0.71  0.22
Cl  -2.05  -2.64  -0.13  -0.20
Cl  -2.81  0.42  0.65  -0.23
Cl  0.96  -2.33  0.21  -0.15
H  -3.30  -0.37  -3.19  0.06
H  -2.71  -1.93  -2.63  0.03
H  -2.43  -1.40  -4.35  0.07
H  -0.47  -3.23  -2.43  0.05
H  1.24  -2.90  -2.73  0.05
H  0.12  -2.80  -4.06  0.07
H  2.60  -1.41  -1.45  0.01
H  2.95  0.33  -1.55  0.06
H  3.01  -0.68  -3.00  0.06
H  2.08  2.21  -1.54  0.07
H  0.59  2.51  -0.57  0.07
H  0.72  3.17  -2.22  0.08
H  -2.92  1.53  -1.84  0.02
H  -2.36  2.29  -3.36  0.07
H  -1.69  2.78  -1.79  0.06
O  -0.32  1.66  0.69  -0.54
H  -0.65  1.96  1.60  -0.03
F  0.47  0.23  7.54  0.06
C  0.77  0.18  6.22  -0.15
C  0.68  1.37  5.49  -0.16
F  0.48  2.55  6.06  0.10
C  0.75  1.29  4.09  -0.25
F  0.77  2.43  3.36  0.05
C  0.90  0.07  3.46  -0.47
S  1.03  0.17  1.72  0.71
C  1.00  -1.13  4.21  -0.20
F  1.31  -2.29  3.59  0.07
C  0.90  -1.04  5.60  -0.15
F  0.89  -2.17  6.36  0.08

---

[6]
Computed, not measured: the ion C6H6BrO with charge +1, with wB97M-V/def2-TZVPD.

Output
highest occupied orbital energy	-14.46	eV
net charge	+1
HOMO-LUMO gap	0.31435	hartree
relative energy (zero: lowest compared OMol25 entry of this formula, charge and spin)	25.33	kcal per mole

Each line ends with the Löwdin charge.
Element x y z (Å)
C  1.15  1.23  0.38  0.02
C  -0.21  1.11  -0.05  -0.01
C  1.95  0.17  0.66  0.01
C  1.46  -1.17  0.58  -0.11
C  -0.82  -0.02  -0.34  -0.03
C  -2.01  -0.59  -0.90  -0.49
O  0.35  -1.51  0.16  0.11
Br  -3.56  0.13  0.13  0.72
H  1.55  2.23  0.48  0.14
H  -0.78  2.02  -0.19  0.16
H  2.97  0.31  0.97  0.13
H  2.13  -1.97  0.90  0.16
H  -2.03  -1.68  -0.83  0.10
H  -2.15  -0.28  -1.94  0.10